{"formula": "C9H11N2", "method": "the ωB97M-V functional and the def2-TZVPD basis", "total_charge": 1, "relative_energy_ev": 9.149, "homo_lumo_gap_ev": [7.4, 7.4], "species": ["C", "C", "C", "C", "C", "C", "C", "C", "C", "N", "N", "H", "H", "H", "H", "H", "H", "H", "H", "H", "H", "H"], "xyz": [[0.656, 2.359, -1.193], [0.731, 3.404, -2.062], [-1.430, 4.174, -2.111], [-2.574, 3.723, -2.409], [0.338, -1.416, 1.404], [1.708, -1.345, 0.774], [-0.115, -0.030, 1.006], [1.439, -0.797, -0.617], [0.199, 1.243, -0.902], [-0.199, 4.257, -2.156], [0.091, -0.089, -0.413], [-3.135, 3.875, -3.446], [-3.231, 3.336, -1.614], [-0.485, -2.038, 0.986], [0.510, -1.593, 2.493], [2.241, -0.591, 1.405], [2.135, -2.251, 0.969], [-1.231, 0.049, 1.243], [0.442, 0.698, 1.414], [2.162, -0.106, -1.039], [1.400, -1.702, -1.297], [-0.556, -0.656, -1.011]]}